ORCA calculation (ωB97M-V/def2-TZVPD) on a single C5H10O molecule.

Each atom is followed by the atoms it is bonded to, with distances in Å.
CARTESIAN COORDINATES (ANGSTROEM)
1 C -0.7001 0.0151 -0.5310  O4 1.424, H11 1.099, C14 1.527, C16 1.538
2 H 2.0022 -1.4869 1.2246  C5 1.085
3 H 1.8899 0.6884 -0.9974  C10 1.087
4 O -0.6222 1.2121 -1.2978  C1 1.424, H6 0.967
5 C 1.5677 -1.0620 0.3253  H2 1.085, C10 1.497, H12 1.087, C14 1.508
6 H -0.4757 1.9311 -0.6684  O4 0.967
7 H -2.0959 -0.6524 1.0340  C16 1.092
8 H -2.8465 -0.4552 -0.5680  C16 1.095
9 H 0.1563 0.1525 1.5091  C14 1.089
10 C 1.8031 0.3893 0.0436  H3 1.087, C5 1.497, H13 1.087, C14 1.506
11 H -0.5599 -0.7800 -1.2763  C1 1.099
12 H 1.5492 -1.7503 -0.5161  C5 1.087
13 H 2.4050 0.9728 0.7349  C10 1.087
14 C 0.4395 -0.0743 0.4819  C1 1.527, C5 1.508, H9 1.089, C10 1.506
15 H -2.4204 0.9568 0.3835  C16 1.098
16 C -2.0922 -0.0571 0.1180  C1 1.538, H7 1.092, H8 1.095, H15 1.098

energy above the lowest of the compared OMol25 structures with the same formula, charge and spin: 112.7 kJ/mol
SMILES string: C[C@@H](O)C1CC1
energy: -7393.598 eV
HOMO energy: -10.117 eV
frontier orbital gap: 11.3 eV

Quick look at the Löwdin charges, all values in e:
1. C -0.408
2. H 0.097
3. H 0.104
4. O -0.057
5. C -0.117
6. H 0.096
7. H 0.074
8. H 0.076
9. H 0.135
10. C -0.123
11. H 0.144
12. H 0.102
13. H 0.100
14. C -0.261
15. H 0.081
16. C -0.043